[1]
Here is a structure of composition C48H67FGe2N4O3RbSiTe in a non-equilibrium geometry from the Open Molecules 2025 dataset. Energies are from ωB97M-V/def2-TZVPD.

Last column: Mulliken spin population.
Atoms and positions in Å:
Rb: 0.176 -1.532 -0.401  0.004
O: 2.748 -0.048 1.089  0.003
H: 1.881 0.413 1.176  0.001
H: 3.430 0.595 1.409  -0.001
O: -0.657 -0.862 -2.808  0.004
H: -0.818 -1.176 -3.723  0.001
H: -0.901 0.062 -2.804  0.004
O: 0.010 1.378 1.151  0.011
H: -0.407 2.208 1.377  -0.003
H: -0.663 1.085 0.471  0.010
N: 4.472 -3.462 2.534  0.000
N: 4.269 -2.025 2.358  0.000
H: 4.854 -3.568 3.495  0.000
H: 5.220 -3.749 1.890  0.000
H: 3.387 -1.866 2.892  0.000
H: 3.925 -1.921 1.400  0.000
F: -1.599 0.566 -0.471  -0.007
C: -9.873 1.590 1.057  0.000
C: -8.474 1.160 0.834  0.000
C: -7.603 0.651 1.777  0.000
C: -6.361 0.163 1.417  -0.001
C: -5.407 -0.328 2.450  0.000
C: -5.908 0.292 0.097  0.002
Te: -3.809 0.173 -0.235  0.003
C: -6.740 0.800 -0.901  -0.001
C: -6.293 1.042 -2.322  -0.001
C: -8.037 1.141 -0.518  0.000
H: -10.497 1.168 0.227  0.000
H: -9.939 2.706 0.936  0.000
H: -10.319 1.308 1.986  0.000
H: -7.878 0.642 2.816  0.000
H: -5.916 -0.453 3.415  0.000
H: -4.580 0.370 2.608  0.000
H: -4.976 -1.297 2.160  0.000
H: -5.316 1.559 -2.283  0.000
H: -7.000 1.679 -2.828  0.000
H: -6.143 0.129 -2.839  0.000
H: -8.712 1.447 -1.309  0.000
C: -1.817 3.259 5.776  0.000
C: -2.430 2.687 4.657  0.000
C: -2.016 1.446 4.207  0.003
C: -1.038 0.724 4.897  0.000
C: -0.544 1.230 6.077  0.000
C: -0.957 2.445 6.584  0.000
Si: -0.280 -0.742 4.000  0.004
C: -1.232 -2.398 4.302  -0.001
C: -2.200 -2.532 5.301  0.000
C: -2.807 -3.784 5.592  0.000
C: -2.368 -4.878 4.889  0.000
C: -1.342 -4.783 3.943  0.000
C: -0.832 -3.536 3.616  0.001
C: 1.472 -0.824 4.816  -0.001
C: 1.984 -1.956 5.404  0.000
C: 3.272 -1.970 5.911  0.000
C: 4.028 -0.775 5.890  0.001
C: 3.553 0.377 5.283  0.000
C: 2.253 0.364 4.785  0.001
H: -1.992 4.315 6.000  0.000
H: -3.234 3.228 4.183  0.000
H: -2.517 1.123 3.312  0.000
H: 0.230 0.659 6.675  0.000
H: -0.597 2.825 7.553  0.000
H: -2.519 -1.688 5.929  0.000
H: -3.597 -3.813 6.299  0.000
H: -2.724 -5.864 5.155  0.000
H: -1.020 -5.689 3.424  0.000
H: -0.052 -3.499 2.838  -0.001
H: 1.405 -2.864 5.350  0.000
H: 3.645 -2.854 6.399  0.000
H: 5.034 -0.757 6.303  0.000
H: 4.150 1.276 5.197  0.000
H: 1.746 1.260 4.346  0.000
C: 2.853 -4.427 -1.224  0.000
C: 3.790 -5.379 -1.962  0.000
N: 4.179 -4.875 -3.290  0.000
C: 2.924 -4.765 -4.079  0.000
C: 1.873 -3.954 -3.346  -0.001
N: 2.359 -3.315 -2.087  0.000
C: 3.589 -2.586 -2.532  0.008
C: 4.659 -3.530 -3.138  0.001
H: 3.322 -4.029 -0.336  0.000
H: 1.981 -4.957 -0.850  0.000
H: 3.358 -6.316 -2.168  0.000
H: 4.707 -5.543 -1.446  0.000
H: 2.626 -5.780 -4.336  0.000
H: 3.254 -4.277 -4.996  0.000
H: 1.015 -4.620 -3.039  0.000
H: 1.531 -3.223 -4.099  0.000
H: 4.015 -2.117 -1.662  -0.001
H: 3.316 -1.837 -3.253  -0.005
H: 5.551 -3.529 -2.537  0.000
H: 4.925 -3.231 -4.180  0.000
C: 4.181 3.159 -0.788  0.007
Ge: 2.672 4.055 -1.846  0.108
C: 3.448 5.347 -3.158  0.044
C: 1.321 5.034 -0.735  0.005
Ge: 1.495 2.336 -3.039  0.635
C: 2.461 1.549 -4.593  0.042
C: 3.827 1.268 -4.599  0.007
C: 4.474 0.614 -5.626  -0.028
C: 3.720 0.158 -6.718  0.059
C: 2.358 0.522 -6.816  -0.021
C: 1.734 1.113 -5.733  0.001
C: -0.096 3.037 -3.947  0.050
C: -1.374 2.632 -3.566  0.084
C: -2.524 2.960 -4.317  0.001
C: -2.342 3.755 -5.459  0.005
C: -1.098 4.323 -5.717  0.002
C: 0.047 3.883 -5.023  0.004
H: 4.084 2.067 -0.762  -0.002
H: 4.120 3.549 0.249  -0.001
H: 5.144 3.394 -1.260  0.002
H: 3.499 6.315 -2.688  0.003
H: 2.789 5.397 -3.995  -0.006
H: 4.448 4.995 -3.429  0.000
H: 0.347 5.110 -1.217  -0.002
H: 1.568 6.053 -0.523  0.001
H: 1.250 4.477 0.211  0.001
H: 4.401 1.472 -3.700  0.006
H: 5.540 0.488 -5.650  -0.002
H: 4.178 -0.452 -7.520  0.004
H: 1.829 0.409 -7.771  -0.001
H: 0.653 1.279 -5.754  -0.003
H: -1.546 2.108 -2.617  -0.025
H: -3.489 2.562 -3.966  0.001
H: -3.211 3.966 -6.083  0.000
H: -1.014 5.106 -6.473  -0.001
H: 1.073 4.202 -5.287  -0.022

The charge is -2. As for the HOMO energy (spin up / spin down): 0.0204 / 0.0343 eV. Its energy above the lowest of the compared OMol25 structures with the same formula, charge and spin is 172.1 kJ/mol. The multiplicity is 2. As for the total energy: -7149.1323 Ha. Its HOMO-LUMO gap (spin up / spin down) is 2.99 / 2.45 eV.


[2]
Here is a structure of composition C29H36N8Sc in a non-equilibrium geometry from the Open Molecules 2025 dataset. Energies are from ωB97M-V/def2-TZVPD.

Last column: Mulliken charge in e.
Atoms and positions in Å:
Sc: 0.787 -0.272 0.155  -1.054
N: 3.031 -0.037 0.942  -0.065
N: 0.398 1.982 1.027  0.773
C: -1.515 -0.981 -0.991  1.097
C: -1.999 -0.200 0.099  1.608
C: -1.520 -0.773 1.313  0.374
C: -1.871 -0.314 2.686  -1.864
H: -2.801 0.269 2.675  0.364
H: -1.089 0.322 3.131  0.073
H: -2.021 -1.171 3.356  0.472
C: -0.790 -1.960 0.979  0.505
C: -0.124 -2.886 1.935  -1.666
H: -0.261 -3.931 1.626  0.356
H: -0.529 -2.768 2.948  0.367
H: 0.965 -2.703 1.991  0.212
C: -0.836 -2.118 -0.450  0.629
C: -0.511 -3.377 -1.183  -1.758
H: 0.508 -3.718 -0.955  0.269
H: -0.586 -3.237 -2.269  0.381
H: -1.202 -4.194 -0.910  0.348
C: -3.045 0.849 0.014  -1.937
H: -4.014 0.472 0.382  0.303
H: -3.201 1.172 -1.020  0.525
H: -2.796 1.727 0.622  0.355
C: -1.907 -0.779 -2.412  -1.515
H: -1.167 -1.203 -3.102  0.348
H: -1.982 0.290 -2.647  -0.018
H: -2.886 -1.239 -2.633  0.232
C: 4.349 -0.247 0.716  -0.279
H: 4.685 -1.290 0.628  0.325
C: 5.266 0.807 0.623  -0.636
H: 6.327 0.587 0.499  0.356
C: 4.788 2.117 0.732  -0.752
H: 5.466 2.951 0.576  0.362
C: 3.459 2.328 1.065  -0.250
H: 3.049 3.330 1.119  0.411
C: 2.618 1.210 1.311  0.112
C: 1.243 1.311 1.816  -0.877
H: 0.940 1.138 2.843  0.500
C: 0.417 1.791 -0.385  -0.251
C: -0.476 3.019 1.353  -0.827
H: -0.625 3.339 2.372  0.532
C: -0.790 3.618 0.188  -0.799
H: -1.393 4.495 0.029  0.624
N: -0.236 2.878 -0.867  0.635
C: -0.453 3.021 -2.261  0.063
C: -1.737 3.372 -2.716  1.851
C: -2.051 3.121 -4.058  -1.062
H: -3.067 3.319 -4.406  0.234
C: -1.104 2.616 -4.950  0.714
C: -1.466 2.318 -6.374  -1.647
H: -1.142 1.313 -6.673  0.323
H: -0.996 3.025 -7.069  0.324
H: -2.547 2.390 -6.515  0.355
C: 0.202 2.392 -4.489  -1.117
H: 0.980 2.069 -5.189  0.349
C: 0.555 2.598 -3.152  1.228
C: 1.979 2.430 -2.715  -1.015
H: 2.438 3.370 -2.363  0.288
H: 2.574 2.055 -3.563  0.392
H: 2.080 1.695 -1.902  -0.201
C: -2.772 3.952 -1.815  -2.041
H: -2.570 5.012 -1.590  0.358
H: -2.850 3.407 -0.870  0.461
H: -3.762 3.888 -2.278  0.307
N: 2.843 -0.727 -4.755  -0.758
N: 2.456 -1.369 -3.593  0.506
N: 3.457 -1.991 -2.895  -0.940
C: 3.007 -1.915 -1.656  -0.620
N: 1.890 -1.153 -1.544  0.662
N: 1.564 -0.744 -2.779  0.013
H: 2.042 -0.583 -5.362  0.176
H: 3.596 -1.250 -5.190  0.340
H: 3.538 -2.355 -0.823  0.555

The charge is -1. As for the HOMO energy (spin up / spin down): -0.3516 / -0.1569 eV. Its energy above the lowest of the compared OMol25 structures with the same formula, charge and spin is 219.4 kJ/mol. As for the total energy: -2325.2908 Ha. Its HOMO-LUMO gap (spin up / spin down) is 3.11 / 2.90 eV.


[3]
Here is a structure of composition C45H48CsN6O3P2Se2 in a non-equilibrium geometry from the Open Molecules 2025 dataset. Energies are from ωB97M-V/def2-TZVPD.

Last column: Mulliken charge in e.
Atoms and positions in Å:
Cs: 1.984 -0.911 1.539  1.210
C: 3.136 -5.226 -2.910  -2.531
C: 1.851 -5.107 -2.138  1.782
C: 1.855 -5.411 -0.774  0.552
C: 3.133 -5.904 -0.153  -2.215
C: 0.686 -5.271 -0.025  1.566
C: 0.683 -5.508 1.462  -2.422
C: -0.499 -4.879 -0.653  1.172
C: -1.793 -4.875 0.116  -2.400
C: -0.490 -4.527 -2.004  1.707
C: -1.730 -3.949 -2.631  -2.750
C: 0.678 -4.676 -2.758  0.782
C: 0.666 -4.401 -4.238  -2.351
H: 3.358 -6.267 -3.165  0.432
H: 3.967 -4.848 -2.319  0.274
H: 3.109 -4.657 -3.835  0.399
H: 2.963 -6.423 0.786  0.518
H: 3.832 -5.084 0.019  0.325
H: 3.637 -6.606 -0.817  0.395
H: 0.353 -6.519 1.723  0.339
H: 0.009 -4.816 1.969  0.254
H: 1.668 -5.364 1.897  0.465
H: -1.788 -5.631 0.899  0.456
H: -2.636 -5.101 -0.537  0.473
H: -1.999 -3.912 0.592  0.235
H: -2.363 -4.710 -3.098  0.345
H: -1.481 -3.220 -3.401  0.467
H: -2.339 -3.429 -1.894  0.443
H: 1.049 -3.404 -4.473  0.265
H: -0.336 -4.475 -4.653  0.502
H: 1.285 -5.117 -4.777  0.473
Se: -3.133 3.974 2.922  -0.285
P: -1.919 4.150 1.210  0.946
C: -0.814 5.581 1.344  0.482
C: 0.566 5.487 1.446  -0.360
C: 1.325 6.633 1.624  -0.729
C: 0.715 7.875 1.690  -0.424
C: -0.666 7.973 1.586  -0.665
C: -1.425 6.830 1.422  -0.665
C: -2.871 4.460 -0.310  0.188
C: -2.228 4.861 -1.476  -0.392
C: -2.960 5.063 -2.631  -0.706
C: -4.334 4.858 -2.633  -0.427
C: -4.975 4.453 -1.473  -0.613
C: -4.245 4.257 -0.311  -0.457
C: -0.877 2.756 0.759  1.724
C: -0.776 1.402 1.088  -1.949
N: 0.152 0.878 0.260  0.653
N: 0.598 1.844 -0.512  -0.989
N: -0.012 2.979 -0.246  -0.409
P: -1.641 0.339 2.263  0.538
Se: -1.166 -1.745 2.153  -0.331
C: -1.284 0.950 3.932  0.766
C: -0.413 2.010 4.147  -0.047
C: -0.106 2.408 5.439  -0.831
C: -0.676 1.761 6.520  -0.543
C: -1.537 0.690 6.311  -0.791
C: -1.824 0.274 5.026  -0.560
C: -3.397 0.586 1.897  0.340
C: -4.371 0.704 2.881  -0.183
C: -5.702 0.829 2.528  -0.712
C: -6.073 0.848 1.190  -0.608
C: -5.104 0.737 0.207  -0.708
C: -3.772 0.601 0.558  -0.263
H: 1.053 4.525 1.369  0.445
H: 2.401 6.549 1.705  0.412
H: 1.313 8.767 1.823  0.367
H: -1.151 8.939 1.639  0.390
H: -2.505 6.905 1.365  0.334
H: -1.154 4.993 -1.482  0.365
H: -2.455 5.374 -3.536  0.402
H: -4.903 5.014 -3.540  0.386
H: -6.045 4.289 -1.469  0.401
H: -4.730 3.944 0.606  0.300
H: 0.029 2.528 3.307  0.374
H: 0.577 3.234 5.592  0.432
H: -0.442 2.077 7.527  0.386
H: -1.968 0.164 7.153  0.401
H: -2.442 -0.601 4.867  0.486
H: -4.099 0.739 3.926  0.423
H: -6.452 0.932 3.300  0.403
H: -7.114 0.957 0.916  0.380
H: -5.378 0.760 -0.840  0.467
H: -3.020 0.516 -0.219  0.437
N: 5.405 0.809 -0.927  -0.306
N: 5.279 1.092 0.459  -0.264
C: 4.627 0.114 1.248  0.296
O: 4.111 0.538 2.302  -0.819
O: 4.554 -1.057 0.817  -0.758
H: 5.831 1.621 -1.356  0.240
H: 4.481 0.675 -1.342  0.118
H: 4.870 1.996 0.667  0.251
O: 4.803 -3.065 -1.018  -0.464
C: 5.099 -2.329 -2.177  -1.196
C: 3.874 -1.770 -2.876  0.891
C: 3.805 -1.714 -4.268  -0.870
C: 2.694 -1.146 -4.866  -0.449
C: 1.678 -0.664 -4.055  -0.770
C: 1.828 -0.782 -2.680  -0.210
N: 2.896 -1.319 -2.103  0.217
H: 4.680 -2.394 -0.311  0.514
H: 5.630 -2.982 -2.880  0.410
H: 5.753 -1.482 -1.930  0.486
H: 4.617 -2.117 -4.857  0.448
H: 2.621 -1.090 -5.946  0.357
H: 0.787 -0.209 -4.463  0.463
H: 1.058 -0.410 -2.011  0.272

The charge is -1. As for the HOMO energy: -5.6501 eV. As for the total energy: -7803.7281 Ha. Its HOMO-LUMO gap is 7.78 eV.


[4]
Here is a cluster of 2 separate species, C11H15N in total in a non-equilibrium geometry from the Open Molecules 2025 dataset. Energies are from ωB97M-V/def2-TZVPD.

Last column: Mulliken spin population.
Atoms and positions in Å:
C: 1.994 -2.243 -0.669  0.001
C: 2.028 -1.398 -1.953  -0.001
H: 1.181 -2.964 -0.696  0.000
H: 2.932 -2.782 -0.518  0.000
H: 1.815 -1.586 0.182  0.002
H: 2.983 -0.896 -2.064  0.000
H: 1.196 -0.678 -1.884  0.001
H: 1.776 -1.957 -2.853  0.000
C: 0.136 3.010 -0.621  0.004
C: -2.043 1.631 -0.961  0.215
C: -0.801 1.916 -0.335  0.258
C: -1.768 0.083 0.612  0.009
C: -0.624 0.897 0.641  0.010
C: -1.907 -1.027 1.392  0.043
C: 0.423 0.563 1.496  0.177
C: -0.866 -1.289 2.310  0.131
C: 0.295 -0.532 2.345  -0.053
N: -2.592 0.564 -0.434  0.148
H: -2.481 2.206 -1.757  0.005
H: -3.494 0.167 -0.654  -0.008
H: -0.376 3.972 -0.620  0.023
H: 0.510 2.951 -1.644  0.028
H: -2.801 -1.640 1.370  0.001
H: 1.381 1.056 1.474  0.004
H: -1.005 -2.183 2.898  0.005
H: 1.165 -0.917 2.847  0.000
H: 0.943 3.077 0.097  -0.002

The charge is +1. As for the HOMO energy (spin up / spin down): -12.9275 / -13.5560 eV. Its energy above the lowest of the compared OMol25 structures with the same formula, charge and spin is 6.4 kJ/mol. The multiplicity is 2. As for the total energy: -482.6340 Ha. Its HOMO-LUMO gap (spin up / spin down) is 9.26 / 6.71 eV.